1.
A structure of composition C4H9ClS at a distorted geometry. Source: the Open Molecules 2025 dataset; level of theory: ωB97M-V/def2-TZVPD.

XYZ file:
```
15
Properties=species:S:1:pos:R:3
C -1.038 0.108 0.433
C -0.985 -0.687 1.722
C 1.219 -0.376 -1.640
C 1.349 0.934 -0.959
H -2.055 0.171 0.049
H -0.666 1.126 0.582
H -0.415 -0.384 -0.326
H 0.029 -0.747 2.119
H -1.367 -1.701 1.587
H 1.266 -1.274 -1.035
H 1.631 -0.475 -2.636
H 1.491 0.939 0.118
H 1.854 1.737 -1.487
S -0.322 0.558 -1.526
Cl -1.991 0.070 2.998
```

Properties
Gap between HOMO and LUMO: 7.496 eV
E_LUMO: 0.735 eV

Atom charges from the natural (NBO) analysis, given in e for atoms 1 to 6:
1. C -0.633
2. C -0.366
3. C -0.500
4. C -0.495
5. H 0.215
6. H 0.210

=====

2.
A cluster of 2 separate species, C4H6BrNO3 in total at a distorted geometry. Source: the Open Molecules 2025 dataset; level of theory: ωB97M-V/def2-TZVPD.

XYZ file:
```
15
Properties=species:S:1:pos:R:3
C 1.662 -0.211 -1.021
C -0.045 -0.394 1.561
C 0.283 -0.466 -1.406
C -0.967 -0.065 0.447
N -1.173 1.366 0.089
O 2.358 -0.728 -0.155
O -0.373 2.138 0.513
O -2.083 1.621 -0.658
Br -2.500 -1.139 -0.001
H 2.274 0.658 -1.609
H 0.021 -1.398 1.832
H 0.900 -0.060 1.478
H -0.327 0.037 2.495
H 0.026 -1.519 -1.348
H -0.056 0.160 -2.219
```

Properties
Gap between HOMO and LUMO (alpha / beta): 8.034 / 8.033 eV
E_LUMO (alpha / beta): -1.689 / -1.689 eV

Atom charges from the natural (NBO) analysis, given in e for atoms 1 to 6:
1. C 0.353
2. C -0.718
3. C -0.415
4. C 0.086
5. N 0.466
6. O -0.526

=====

3.
A structure of composition C4H12NO2 at a distorted geometry. Source: the Open Molecules 2025 dataset; level of theory: ωB97M-V/def2-TZVPD.

XYZ file:
```
19
Properties=species:S:1:pos:R:3
C -0.241 -0.023 0.666
N -0.881 -0.490 -0.504
C 0.081 -1.244 -1.261
O 0.504 -0.363 -2.245
C -1.076 0.687 1.691
C -0.101 1.102 2.770
H 0.718 0.443 0.375
H -0.363 -0.971 1.275
H -1.310 0.202 -1.060
H -0.643 -1.996 -1.642
H 0.892 -1.562 -0.469
H -1.610 1.526 1.192
H -1.946 0.128 1.966
H 0.849 0.704 2.683
H -0.489 0.692 3.641
H -0.027 2.222 2.784
H 2.047 0.109 -4.709
H 1.450 -0.541 -3.080
O 2.145 -0.625 -4.071
```

Properties
Gap between HOMO and LUMO: 7.236 eV
E_LUMO: 3.633 eV
Net charge: -1

Atom charges from the natural (NBO) analysis, given in e for atoms 1 to 6:
1. C -0.236
2. N -0.686
3. C 0.109
4. O -0.895
5. C -0.407
6. C -0.607

=====

4.
A cluster of 2 separate species, C4H7NO in total at a distorted geometry. Source: the Open Molecules 2025 dataset; level of theory: ωB97M-V/def2-TZVPD.

XYZ file:
```
13
Properties=species:S:1:pos:R:3
O -1.787 0.548 0.849
C -0.715 1.077 0.685
C 0.600 0.330 0.711
C 0.459 -1.161 0.392
C 0.393 -1.442 -1.047
N 0.361 -1.670 -2.180
H -1.242 0.957 -1.577
H -0.636 2.173 0.540
H -0.584 1.181 -1.839
H 0.961 0.443 1.742
H 1.336 0.824 0.069
H -0.454 -1.540 0.860
H 1.307 -1.720 0.797
```

Properties
Gap between HOMO and LUMO: 11.170 eV
Structure (SMILES): N#CCCC=O.[H][H]
E_LUMO: 0.730 eV

Atom charges from the natural (NBO) analysis, given in e for atoms 1 to 6:
1. O -0.531
2. C 0.450
3. C -0.506
4. C -0.518
5. C 0.287
6. N -0.321

=====

5.
A structure of composition C16H16ClIrN5O5Se. Source: the Open Molecules 2025 dataset; level of theory: ωB97M-V/def2-TZVPD.

XYZ file:
```
45
Properties=species:S:1:pos:R:3
Ir 0.230 -0.723 0.145
O -0.574 -4.245 -1.684
C -0.162 -3.165 -1.277
N -0.477 -2.536 -0.152
C -1.490 -3.008 0.753
C -1.702 -1.979 1.840
C -2.601 -2.202 2.872
C -2.764 -1.248 3.857
C -2.012 -0.083 3.800
C -1.136 0.080 2.752
N -0.991 -0.834 1.788
C 0.804 -2.335 -2.112
C 1.293 -2.817 -3.308
C 2.115 -2.006 -4.072
C 2.408 -0.728 -3.623
C 1.888 -0.308 -2.413
N 1.116 -1.099 -1.670
H -1.212 -3.961 1.216
H -2.440 -3.176 0.232
H -3.161 -3.127 2.890
H -3.466 -1.411 4.664
H -2.101 0.688 4.551
H -0.514 0.958 2.664
H 1.000 -3.813 -3.607
H 2.515 -2.361 -5.013
H 3.029 -0.056 -4.198
H 2.076 0.682 -2.022
Cl 2.034 -1.577 1.352
O -2.791 1.838 -2.261
Se -2.007 1.414 -0.949
O -0.492 2.376 -1.019
O -1.414 -0.126 -1.044
O -2.605 1.744 0.501
C 0.765 4.865 0.145
N 1.166 3.479 0.196
C 2.390 2.972 0.445
C 2.272 1.586 0.549
N 1.012 1.209 0.391
C 0.207 2.398 0.206
H 1.621 5.475 -0.135
H 0.382 5.204 1.110
H -0.011 4.983 -0.609
H 3.268 3.591 0.517
H 3.056 0.863 0.715
H -0.525 2.518 1.016
```

Properties
Gap between HOMO and LUMO (alpha / beta): 7.836 / 6.891 eV
E_LUMO (alpha / beta): 0.039 / -1.206 eV
2S+1: 2

Atom charges from the natural (NBO) analysis, given in e for atoms 1 to 6:
1. Ir 1.076
2. O -0.649
3. C 0.621
4. N -0.565
5. C -0.266
6. C 0.267

=====

6.
A structure of composition C21H15N6O4Tc. Source: the Open Molecules 2025 dataset; level of theory: ωB97M-V/def2-TZVPD.

XYZ file:
```
47
Properties=species:S:1:pos:R:3
Tc -0.685 1.061 0.556
N 0.866 -2.700 2.120
C 0.038 -1.743 1.718
N 0.445 -0.504 1.521
C 1.763 -0.197 1.748
N 2.151 1.091 1.600
N 1.124 1.863 1.239
C 1.279 3.169 1.305
C 0.086 3.910 1.060
C 0.001 5.290 1.124
C -1.245 5.894 0.928
C -2.339 5.091 0.693
C -2.187 3.697 0.643
N -1.010 3.117 0.818
C 2.698 -1.164 2.169
C 4.065 -0.892 2.410
C 4.878 -1.913 2.813
C 4.366 -3.226 2.994
C 3.040 -3.527 2.773
C 2.205 -2.497 2.361
H 0.481 -3.632 2.251
H -0.996 -2.008 1.534
H 2.234 3.605 1.579
H 0.886 5.879 1.326
H -1.343 6.971 0.967
H -3.325 5.512 0.543
H -3.033 3.050 0.448
H 4.445 0.109 2.271
H 5.928 -1.731 3.001
H 5.040 -4.009 3.316
H 2.662 -4.531 2.917
O -1.541 1.387 -1.280
C -1.835 0.139 -1.367
O -1.775 -0.426 -0.180
C -2.087 -0.613 -2.560
C -2.380 0.036 -3.770
C -2.590 -0.717 -4.909
C -2.485 -2.105 -4.859
C -2.177 -2.717 -3.653
C -1.995 -2.005 -2.494
N -2.026 -4.190 -3.589
O -1.602 -4.643 -2.542
O -2.330 -4.816 -4.569
H -2.450 1.114 -3.808
H -2.832 -0.231 -5.844
H -2.636 -2.715 -5.740
H -1.777 -2.533 -1.580
```

Properties
Gap between HOMO and LUMO (alpha / beta): 6.475 / 4.351 eV
E_LUMO (alpha / beta): -11.077 / -13.197 eV
Net charge: +3
2S+1: 4

Atom charges from the natural (NBO) analysis, given in e for atoms 1 to 6:
1. Tc 1.349
2. N -0.458
3. C 0.372
4. N -0.541
5. C 0.384
6. N -0.089

=====

7.
An isolated molecule of C22H19NO4. Source: the Open Molecules 2025 dataset; level of theory: ωB97M-V/def2-TZVPD.

XYZ file:
```
46
Properties=species:S:1:pos:R:3
C -8.144 -1.541 0.512
H -7.761 -2.183 -0.287
O -8.067 -0.179 0.161
C -6.848 0.349 -0.118
C -6.834 1.695 -0.492
C -5.644 2.316 -0.811
C -4.445 1.624 -0.746
C -4.447 0.290 -0.358
C -5.648 -0.348 -0.059
H -5.603 -1.390 0.213
C -3.209 -0.546 -0.285
O -3.233 -1.742 -0.493
N -2.093 0.161 0.057
C -0.774 -0.280 0.181
C 0.168 0.641 0.622
C 1.506 0.286 0.755
C 1.902 -1.010 0.444
C 0.955 -1.921 0.007
C -0.375 -1.578 -0.128
H -1.100 -2.296 -0.470
H 1.269 -2.926 -0.237
H 2.933 -1.319 0.522
O 2.327 1.272 1.224
C 3.709 1.035 1.249
C 4.296 0.852 -0.153
O 3.635 1.065 -1.140
C 5.704 0.390 -0.225
C 6.161 -0.084 -1.455
C 7.458 -0.536 -1.597
C 8.320 -0.511 -0.513
C 7.879 -0.032 0.711
C 6.579 0.414 0.861
H 6.257 0.793 1.819
H 8.554 -0.006 1.554
H 9.336 -0.862 -0.619
H 7.800 -0.906 -2.552
H 5.473 -0.092 -2.288
H 4.143 1.937 1.692
H 3.958 0.173 1.883
H -0.116 1.654 0.866
H -2.227 1.138 0.278
H -3.530 2.120 -1.035
H -5.649 3.351 -1.117
H -7.772 2.225 -0.537
H -9.202 -1.746 0.665
H -7.598 -1.748 1.438
```

Properties
Gap between HOMO and LUMO: 8.346 eV
Structure (SMILES): COc1cccc(C(=O)Nc2cccc(OCC(=O)c3ccccc3)c2)c1
E_LUMO: 0.088 eV

Atom charges from the natural (NBO) analysis, given in e for atoms 1 to 6:
1. C -0.254
2. H 0.181
3. O -0.490
4. C 0.312
5. C -0.243
6. C -0.188

=====

8.
A cluster of 11 separate species, C41H60F3O23S in total at a distorted geometry. Source: the Open Molecules 2025 dataset; level of theory: ωB97M-V/def2-TZVPD.

XYZ file:
```
128
Properties=species:S:1:pos:R:3
C -0.163 -0.234 1.090
F -1.109 0.447 1.694
F 0.847 -0.377 1.930
F -0.666 -1.432 0.858
S 0.357 0.528 -0.506
O 0.682 1.909 -0.230
O 1.517 -0.226 -0.929
O -0.795 0.360 -1.359
O 2.993 -3.276 -4.059
C 2.046 -3.127 -3.330
O 2.066 -3.566 -2.030
C 0.817 -3.272 -1.394
C -0.197 -2.926 -2.494
C 0.707 -2.469 -3.623
H 0.875 -2.503 -0.635
H 0.531 -4.196 -0.887
H -0.903 -2.208 -2.080
H -0.753 -3.849 -2.678
H 0.839 -1.391 -3.727
H 0.383 -2.784 -4.618
O -5.662 1.084 -0.912
C -5.196 0.034 -0.654
O -5.942 -1.090 -0.577
C -5.071 -2.217 -0.382
C -3.733 -1.782 -0.988
C -3.742 -0.333 -0.506
H -5.545 -3.072 -0.862
H -4.945 -2.479 0.670
H -3.747 -1.854 -2.073
H -2.897 -2.364 -0.609
H -3.163 0.377 -1.094
H -3.410 -0.237 0.529
O 6.471 -3.829 1.705
C 5.381 -3.392 1.423
O 5.219 -2.174 0.840
C 3.829 -1.988 0.419
C 3.069 -2.940 1.332
C 4.024 -4.117 1.483
H 3.737 -2.207 -0.646
H 3.473 -0.973 0.594
H 2.058 -3.149 0.955
H 2.846 -2.473 2.297
H 3.965 -4.775 0.613
H 3.799 -4.674 2.381
O -4.790 -1.518 2.799
C -4.167 -0.753 3.430
O -4.055 0.521 3.080
C -3.444 1.309 4.135
C -3.351 0.384 5.340
C -3.390 -1.008 4.700
H -3.954 2.240 4.345
H -2.429 1.527 3.792
H -4.232 0.468 5.982
H -2.469 0.586 5.944
H -3.887 -1.727 5.340
H -2.405 -1.383 4.441
O 6.114 2.916 -4.015
C 5.249 2.102 -3.879
O 5.367 1.080 -3.022
C 4.147 0.295 -2.906
C 3.066 1.122 -3.643
C 3.889 2.064 -4.538
H 3.925 0.282 -1.846
H 4.231 -0.693 -3.356
H 2.542 1.697 -2.880
H 2.378 0.565 -4.269
H 3.456 3.039 -4.707
H 4.047 1.553 -5.496
O 4.594 -1.909 4.267
C 4.813 -0.751 4.207
O 5.318 -0.062 5.275
C 5.492 1.338 4.940
C 4.532 1.550 3.788
C 4.590 0.203 3.054
H 6.543 1.521 4.704
H 5.196 1.961 5.785
H 4.655 2.444 3.178
H 3.513 1.679 4.184
H 5.473 0.158 2.409
H 3.710 -0.081 2.493
O -1.941 -5.879 0.281
C -1.785 -5.293 1.306
O -2.462 -4.169 1.636
C -2.080 -3.653 2.933
C -0.778 -4.423 3.280
C -0.932 -5.733 2.498
H -2.883 -3.953 3.604
H -1.888 -2.601 2.881
H -0.668 -4.543 4.355
H 0.073 -3.887 2.860
H -1.526 -6.497 3.008
H 0.032 -6.139 2.215
O -0.652 -0.403 -5.652
C -1.309 0.170 -4.857
O -1.030 1.431 -4.484
C -2.166 2.035 -3.790
C -3.305 1.023 -3.956
C -2.541 -0.305 -4.110
H -2.442 2.955 -4.303
H -1.890 2.196 -2.747
H -3.873 1.287 -4.849
H -3.986 1.019 -3.102
H -3.061 -1.142 -4.560
H -2.192 -0.661 -3.134
O 1.785 6.415 -4.585
C 1.374 5.818 -3.640
O 1.111 4.481 -3.671
C 0.760 4.027 -2.370
C 0.297 5.255 -1.582
C 1.020 6.401 -2.289
H 1.617 3.578 -1.865
H 0.018 3.237 -2.402
H 0.476 5.050 -0.528
H -0.785 5.400 -1.672
H 1.990 6.650 -1.840
H 0.443 7.310 -2.401
O -2.910 4.541 3.589
C -2.950 4.221 2.433
O -4.068 4.353 1.701
C -3.824 3.869 0.350
C -2.633 2.964 0.495
C -1.841 3.643 1.572
H -3.643 4.739 -0.280
H -4.705 3.334 0.012
H -2.067 2.806 -0.432
H -2.908 1.941 0.756
H -1.313 4.519 1.167
H -1.120 3.114 2.181
```

Properties
Gap between HOMO and LUMO: 9.493 eV
E_LUMO: 1.666 eV
Net charge: -1

Atom charges from the Löwdin analysis, given in e for atoms 1 to 6:
1. C -0.705
2. F 0.143
3. F 0.145
4. F 0.133
5. S 0.461
6. O -0.300

=====

9.
A cluster of 2 separate species, C12H17N in total at a distorted geometry. Source: the Open Molecules 2025 dataset; level of theory: ωB97M-V/def2-TZVPD.

XYZ file:
```
30
Properties=species:S:1:pos:R:3
C -1.006 0.435 2.485
C -1.636 0.809 -1.171
C -1.583 -0.005 -0.016
C -1.317 0.869 1.086
C -1.184 2.126 0.586
C -1.853 0.369 -2.467
C -2.044 -1.002 -2.614
C -1.676 -1.390 -0.226
C -1.934 -1.836 -1.505
N -1.403 2.107 -0.771
H -1.139 2.833 -1.415
H -2.071 1.025 -3.302
H -0.796 2.991 1.100
H -2.242 -1.377 -3.603
H -1.408 -2.082 0.555
H -1.892 0.002 2.954
H -0.767 1.302 3.105
H -1.876 -2.913 -1.651
H -0.238 -0.320 2.544
C 2.025 -0.585 0.233
C 2.355 -0.170 1.680
C 3.200 -0.422 -0.717
H 1.600 -1.596 0.197
H 1.144 -0.004 -0.056
H 2.675 0.865 1.518
H 3.149 -0.782 2.109
H 2.921 0.054 -1.659
H 3.943 0.265 -0.304
H 1.462 -0.166 2.288
H 3.591 -1.403 -0.965
```

Properties
Gap between HOMO and LUMO: 8.763 eV
Structure (SMILES): Cc1c[nH]c2ccccc12.CCC
E_LUMO: 0.899 eV

Atom charges from the natural (NBO) analysis, given in e for atoms 1 to 6:
1. C -0.622
2. C 0.210
3. C -0.126
4. C -0.087
5. C -0.029
6. C -0.269

=====

10.
An isolated molecule of CH5PS at a distorted geometry. Source: the Open Molecules 2025 dataset; level of theory: ωB97M-V/def2-TZVPD.

XYZ file:
```
8
Properties=species:S:1:pos:R:3
C 0.359 -0.651 0.073
P -1.311 0.370 -0.088
S -3.137 -0.164 0.043
H 1.292 -0.005 0.099
H 0.602 -1.456 -0.750
H 0.410 -1.240 0.989
H -0.915 1.136 -1.166
H -0.896 1.385 0.780
```

Properties
Gap between HOMO and LUMO: 9.962 eV
Structure (SMILES): C[PH2]=S
E_LUMO: 0.817 eV

Atom charges from the natural (NBO) analysis, given in e for atoms 1 to 6:
1. C -0.925
2. P 0.817
3. S -0.509
4. H 0.244
5. H 0.244
6. H 0.237

=====

11.
A cluster of 2 separate species, C4H12 in total at a distorted geometry. Source: the Open Molecules 2025 dataset; level of theory: ωB97M-V/def2-TZVPD.

XYZ file:
```
16
Properties=species:S:1:pos:R:3
C 1.231 -1.128 1.274
C 0.032 -0.888 2.193
H 1.023 -1.739 0.397
H 1.653 -0.204 0.869
H 2.103 -1.599 1.727
H 0.296 -0.637 3.214
H -0.491 -1.847 2.168
H -0.664 -0.210 1.714
C -0.844 0.669 -1.033
C -0.387 1.401 -2.307
H -1.933 0.756 -0.949
H -0.712 -0.401 -1.180
H -0.441 1.105 -0.132
H 0.254 0.797 -2.950
H -1.232 1.601 -2.964
H 0.114 2.323 -2.040
```

Properties
Gap between HOMO and LUMO: 12.707 eV
Structure (SMILES): CC.CC
E_LUMO: 1.179 eV

Atom charges from the natural (NBO) analysis, given in e for atoms 1 to 6:
1. C -0.610
2. C -0.614
3. H 0.203
4. H 0.198
5. H 0.204
6. H 0.210

=====

12.
An isolated molecule of C16H22ClN3OS. Source: the Open Molecules 2025 dataset; level of theory: ωB97M-V/def2-TZVPD.

XYZ file:
```
44
Properties=species:S:1:pos:R:3
C 2.251 3.319 -0.451
C 2.105 3.119 -1.955
C 0.654 2.923 -2.398
C 0.055 1.612 -1.895
H 0.692 0.782 -2.201
H 0.015 1.616 -0.804
C -1.356 1.381 -2.451
C -1.923 0.120 -1.840
O -1.937 -0.970 -2.367
N -2.474 0.324 -0.611
H -2.263 1.144 -0.060
N -2.845 -0.773 0.182
C -2.175 -0.919 1.352
N -1.456 -0.021 1.878
C -0.993 -0.360 3.189
H 0.032 -0.005 3.308
H -1.620 0.159 3.925
C -1.074 -1.887 3.393
H -1.353 -2.140 4.417
C 0.227 -2.617 3.018
C 0.614 -2.375 1.586
C 0.077 -3.178 0.587
C 0.369 -2.922 -0.743
C 1.202 -1.875 -1.098
C 1.752 -1.089 -0.101
C 1.463 -1.335 1.229
H 1.909 -0.717 1.995
H 2.416 -0.279 -0.364
H 1.419 -1.691 -2.139
Cl -0.313 -3.928 -1.967
H -0.569 -4.004 0.841
H 0.081 -3.686 3.185
H 1.015 -2.266 3.689
S -2.444 -2.409 2.298
H -2.989 -1.598 -0.394
H -1.313 1.256 -3.533
H -1.997 2.230 -2.214
H 0.617 2.932 -3.490
H 0.051 3.761 -2.040
H 2.509 3.996 -2.467
H 2.695 2.255 -2.267
H 3.289 3.523 -0.198
H 1.647 4.160 -0.118
H 1.937 2.433 0.096
```

Properties
Gap between HOMO and LUMO: 9.171 eV
Structure (SMILES): CCCCCC(=O)NNC1=NC[C@H](Cc2cccc(Cl)c2)S1
E_LUMO: 0.583 eV

Atom charges from the natural (NBO) analysis, given in e for atoms 1 to 6:
1. C -0.609
2. C -0.388
3. C -0.390
4. C -0.390
5. H 0.206
6. H 0.205